(1)
{"formula": "C4H6O2P", "method": "wB97M-V/def2-TZVPD", "e_tot_ha": -647.77842, "gap_ev": 6.8507, "total_charge": -1, "homo_ev": -2.89, "spin_multiplicity": 1, "relative_energy_kj_mol": 336.65, "elements": ["H", "H", "H", "P", "C", "H", "C", "O", "C", "C", "O", "H", "H"], "coordinates": [[0.63251, 1.34157, 0.38216], [-1.47465, 1.26414, -0.30385], [-1.95448, -1.94025, 0.10910], [1.16878, 0.09586, 0.35127], [-1.33230, -0.91837, -0.31499], [-1.35112, -1.00649, -1.41990], [0.11877, -1.07742, 0.02520], [3.70012, 1.54223, 0.15283], [3.53593, 0.40086, -0.09730], [-1.99910, 0.30237, 0.17258], [4.03490, -0.65303, -0.30958], [-1.99699, 0.38123, 1.30404], [-3.08238, 0.26730, -0.05156]], "mulliken_charge": [-0.117, 0.237, 0.145, -0.098, 0.123, 0.215, -0.695, -0.475, 0.518, -1.018, -0.450, 0.256, 0.358]}

=====

(2)
{"formula": "C47H44Br3IN10OSr", "method": "wB97M-V/def2-TZVPD", "e_tot_ha": -10490.77420, "gap_ev": 5.6679, "homo_ev": -5.62, "spin_multiplicity": 1, "relative_energy_kj_mol": 32.64, "elements": ["H", "H", "H", "C", "C", "I", "C", "C", "H", "H", "N", "C", "C", "C", "H", "C", "C", "C", "C", "H", "N", "C", "C", "H", "C", "H", "H", "H", "N", "C", "H", "Br", "H", "H", "H", "C", "N", "H", "H", "C", "C", "C", "N", "H", "C", "H", "H", "C", "C", "N", "C", "H", "C", "N", "C", "C", "N", "H", "C", "H", "C", "H", "C", "C", "H", "H", "C", "C", "C", "H", "H", "C", "C", "Sr", "H", "Br", "H", "H", "C", "O", "H", "N", "C", "H", "C", "H", "C", "C", "H", "H", "C", "H", "N", "C", "H", "H", "C", "Br", "H", "C", "H", "H", "C", "C", "C", "H", "H"], "coordinates": [[-2.00929, -1.45617, 1.33746], [-1.90182, 3.30984, 1.26249], [-0.98666, -5.26153, 0.22054], [1.85958, -3.32628, 1.11525], [-1.98779, -1.06416, 2.34703], [-0.82301, 3.20166, -3.38096], [-4.88658, 0.65091, 1.77258], [5.31269, 1.32884, 2.84675], [-1.68282, -4.76272, -2.12984], [1.69165, 3.87428, -1.43169], [2.20284, -0.53658, -1.19178], [3.76705, 5.06689, 0.93986], [3.03712, 4.62447, 2.03027], [-3.95468, 1.42107, -0.72298], [-3.59357, 1.71330, -1.70163], [3.03849, -2.81593, -1.35869], [0.99448, 3.51226, 2.98151], [-1.28585, 0.62307, 3.72462], [-1.77814, -4.60464, 0.58729], [2.66080, 1.86185, -2.02965], [-2.06290, -0.66599, -2.04491], [-0.77114, -2.25730, -1.50518], [4.11365, 1.32476, 3.53636], [1.77768, 1.42044, 4.60960], [2.31284, -1.79472, -0.69013], [-2.10275, -4.98675, 1.55485], [4.09485, 1.36292, 4.61727], [-3.74459, -2.60958, 0.24995], [-7.25008, -1.75377, 0.81958], [0.46297, 2.10719, -5.95344], [-1.55303, -1.17225, -5.96705], [1.11761, -3.67312, 2.82816], [0.10711, -0.72436, -7.75883], [3.37749, 4.81188, 3.03978], [3.95576, -0.92476, -4.01563], [-2.48207, -4.10691, -1.78019], [-1.97740, -2.74494, -1.80420], [0.08523, 4.11559, 2.91909], [-4.93232, -3.63811, -0.53789], [-2.94891, -4.53709, -0.38850], [1.85844, 3.92203, 1.81288], [2.92250, 1.26653, 2.82183], [1.40910, 3.64472, 0.58779], [-0.44513, 2.24353, 4.86319], [-4.07232, -3.64806, 0.13248], [3.80941, 5.14252, -1.21635], [4.18272, -3.22580, -3.14198], [1.63488, -2.05423, 0.57110], [-3.87144, 1.56760, 1.67713], [-1.34583, 0.08582, 2.50931], [-3.30951, 1.95811, 0.42599], [-5.40415, 0.08318, -1.52389], [-2.14881, 2.76136, 0.35278], [2.90114, 1.21533, 1.49172], [2.78553, -0.24758, -2.33291], [-2.53876, -1.18381, 4.65338], [0.57877, 2.10984, 3.00500], [-5.27320, 0.36836, 2.74491], [-2.61142, -1.73330, 3.38517], [-3.46862, 2.00665, 2.58503], [3.13888, -4.09072, -0.75559], [-3.33772, -5.55148, -0.52630], [3.28645, 4.80666, -0.33226], [-6.44651, -0.93122, 0.72521], [-3.00398, -1.67767, 5.49630], [1.22510, 0.18899, 3.46200], [3.50413, -1.20842, -3.07426], [2.57689, -4.33245, 0.46593], [0.66827, 1.17696, -6.96224], [-1.96679, 3.33407, -0.54930], [-1.36270, 2.70956, 3.42614], [2.10510, 4.09335, -0.45397], [-5.44094, 0.07053, 0.62394], [0.19760, 1.06179, 0.54380], [6.19562, 1.28227, 0.87936], [1.49963, 3.69305, -6.00109], [-3.30578, -4.13692, -2.49236], [-1.33954, -3.62176, 0.76029], [-0.05595, -0.00387, -6.96918], [0.90786, -1.17341, 1.13672], [0.07142, -2.85825, -1.21056], [-2.77238, -1.72150, -2.13914], [-0.98463, -0.25178, -5.97021], [2.68350, -5.29973, 0.93810], [-4.96640, 0.50074, -0.62503], [-4.41789, -4.00142, 1.10508], [-0.46763, 1.86216, -4.94886], [-0.64152, 1.98342, 3.81084], [-3.13589, -2.66064, 3.19543], [1.39202, 1.38905, -7.73607], [3.62841, -2.47557, -2.59473], [3.98351, 1.17190, -0.24526], [-0.79717, -0.95377, -1.66432], [-1.85898, 0.01225, 4.83019], [-1.78196, 0.47230, 5.80635], [-1.89941, 0.47596, -4.17047], [5.28670, 1.28162, 1.46386], [4.08809, -5.49803, -1.61813], [6.25240, 1.36984, 3.38173], [2.64846, 1.14989, -2.85209], [4.69231, 5.60968, 1.08288], [3.44419, 1.39860, -3.55265], [1.60548, 1.21274, 3.54086], [-1.19193, 0.67769, -4.96414], [4.05428, 1.22428, 0.83343], [1.69521, 1.25220, -3.37262], [1.49637, 3.79071, 3.92073]], "mulliken_charge": [0.164, 0.301, 0.385, 0.140, -0.626, 0.324, -0.589, -0.680, 0.479, 0.418, 0.811, -0.665, -0.836, -0.445, 0.186, 1.300, -1.027, 0.472, -1.131, -0.426, 0.012, -0.730, -1.129, 0.410, -1.305, 0.442, 0.536, -0.118, -0.674, 0.321, 0.427, -0.199, 0.387, 0.453, 0.558, -1.380, 0.837, 0.662, 0.406, 1.092, 0.494, 0.419, 0.197, 0.255, -1.291, 0.484, 0.372, -0.293, -0.771, 2.101, 1.847, 0.420, -2.274, 1.204, 0.350, -1.033, 0.873, 0.500, -0.781, 0.493, 0.066, 0.371, -0.841, 0.091, 0.441, 0.236, -1.152, -0.437, -0.467, 0.395, 0.511, -0.294, 0.182, 0.953, 0.520, -0.140, 0.381, -0.128, -0.593, 0.767, 0.679, -0.748, -0.701, 0.477, -0.393, 0.464, -0.362, -1.869, 0.538, 0.404, -1.195, 0.107, -0.050, -1.173, 0.546, 0.360, -1.128, -0.258, 0.430, -0.254, 0.411, 0.663, -0.700, 0.016, -0.260, -0.301, 0.306]}

=====

(3)
{"formula": "C10H16Cl3N3O3", "method": "wB97M-V/def2-TZVPD", "e_tot_ha": -2161.17504, "gap_ev": 11.2293, "smiles": "COC(=O)OC.ClC(Cl)Cl.CC#N.CC#N.CC#N", "homo_ev": -11.04, "spin_multiplicity": 1, "relative_energy_kj_mol": 0.00, "elements": ["O", "H", "H", "H", "C", "Cl", "H", "H", "Cl", "C", "H", "C", "H", "C", "N", "H", "C", "N", "H", "Cl", "H", "C", "N", "C", "H", "H", "O", "C", "H", "H", "H", "H", "O", "C", "C"], "coordinates": [[-3.76503, 0.87726, 2.36756], [1.41778, 3.80872, 1.46564], [0.26333, -4.62244, -4.58334], [-2.77558, -0.00344, -1.10467], [-0.36283, 4.95116, 1.51224], [-0.02823, 1.05727, -1.51935], [-2.45727, 3.03451, 3.95109], [-3.10156, 4.46142, 3.07217], [2.05542, -0.51476, -0.31514], [1.54859, -3.60602, -3.29623], [0.16853, 3.33115, 0.27763], [1.17163, -4.02300, -4.64161], [-4.03806, -0.30741, 0.11247], [0.34842, 3.70678, 1.28100], [-0.92431, 5.93353, 1.69749], [-4.14621, 3.05092, 3.43613], [3.20427, -3.53702, 1.29357], [1.86207, -3.28578, -2.24112], [3.20059, -3.92144, 2.30831], [2.69974, 1.32376, -2.47153], [-2.34792, -0.70022, 0.47246], [-3.15074, 1.61215, 1.64015], [5.08957, -4.66178, -0.10636], [-3.00591, -0.00145, -0.04553], [1.31732, -0.56761, -2.51801], [0.01742, 2.92736, 1.97056], [-2.74851, 2.85360, 1.90955], [1.49165, 0.21762, -1.79704], [2.24449, -3.67033, 0.80391], [3.44820, -2.47338, 1.31255], [1.96662, -4.62253, -5.07630], [0.97586, -3.15396, -5.26422], [-2.74978, 1.32608, 0.40668], [4.25428, -4.18509, 0.50982], [-3.14382, 3.38436, 3.17944]], "mulliken_charge": [-0.555, 0.341, 0.267, 0.236, 0.374, -0.096, 0.301, 0.265, -0.106, 0.304, 0.051, -0.774, 0.369, -0.506, -0.450, 0.399, -0.586, -0.305, 0.321, -0.138, 0.314, 0.746, -0.387, -0.756, 0.037, 0.222, -0.290, 0.256, 0.259, 0.087, 0.269, 0.282, -0.241, 0.307, -0.818]}

=====

(4)
{"formula": "C6H4Br2I2", "method": "wB97M-V/def2-TZVPD", "e_tot_ha": -5974.25630, "gap_ev": [7.2206, 7.5288], "homo_ev": [-8.58, -8.50], "spin_multiplicity": 1, "relative_energy_kj_mol": 307.95, "elements": ["Br", "C", "Br", "H", "C", "I", "H", "H", "H", "C", "C", "C", "C", "I"], "coordinates": [[-3.43476, -1.56882, 0.08379], [0.54810, -0.26459, -0.41898], [-1.23433, -1.01197, 2.26264], [2.12173, 0.74434, 0.49186], [0.37880, 1.70563, 1.13086], [0.52468, 3.16264, 2.52645], [1.18718, -0.58017, -1.20272], [-0.94509, -1.56698, -1.22665], [-2.13894, 1.79771, 1.14279], [-2.03015, 1.01321, 0.43591], [1.04479, 0.77041, 0.49977], [-1.72779, -0.37633, 0.52215], [-0.69590, -0.75691, -0.46505], [-2.44038, 1.97885, -1.43355]], "mulliken_charge": [-0.143, -0.327, 0.024, 0.378, -0.574, 0.208, 0.445, 0.287, 0.590, -0.721, -0.009, -0.036, -0.238, 0.118]}